This record from the OMol25 dataset describes a 11-piece molecular cluster, C45H102O37P4 overall. The level of theory is ωB97M-V/def2-TZVPD.

```
188
Properties=species:S:1:pos:R:3:forces:R:3
C 4.774 5.116 -2.866 0.998 -0.147 0.233
C 5.095 3.758 -2.262 -0.289 0.586 0.653
O 4.461 3.756 -0.975 -0.969 0.740 0.204
P 4.505 2.518 -0.019 -0.364 -0.926 -0.250
O 5.891 2.138 0.243 0.458 -0.334 0.268
O 3.535 2.908 1.138 -0.250 0.569 0.347
C 3.693 4.178 1.855 -0.663 -0.898 -0.535
C 4.949 4.078 2.684 -0.508 1.840 -1.369
O 3.601 1.366 -0.648 0.962 0.386 0.030
C 4.277 0.322 -1.387 -0.820 -0.496 -0.508
C 4.587 -0.869 -0.507 0.785 0.406 -0.375
H 5.275 5.183 -3.829 0.005 0.276 -0.103
H 3.728 5.332 -2.971 -0.653 -0.456 -0.207
H 5.128 5.895 -2.189 0.386 0.004 -0.130
H 4.636 2.952 -2.816 0.163 -0.313 -0.495
H 6.161 3.583 -2.057 -0.212 0.080 -0.562
H 3.568 4.941 1.081 0.712 0.296 0.336
H 2.819 4.241 2.481 -0.466 -0.079 0.208
H 5.738 3.900 1.931 0.202 -0.325 1.177
H 5.074 5.065 3.143 0.349 -0.176 0.106
H 4.723 3.359 3.446 0.678 -0.670 0.188
H 3.487 0.000 -2.098 0.708 0.314 -0.046
H 5.184 0.699 -1.907 -0.651 -0.160 0.305
H 5.348 -0.569 0.241 -0.605 -0.390 -0.205
H 3.655 -1.264 -0.082 0.437 -0.004 0.111
H 5.045 -1.604 -1.193 -0.272 0.085 0.562
C 1.000 6.492 -0.128 0.345 -1.031 0.746
C 1.261 5.191 -0.884 -0.518 2.197 -1.424
O 1.409 5.526 -2.323 -0.993 -0.172 -0.250
P 0.093 5.714 -3.265 2.414 -0.569 -0.909
O -1.017 4.872 -2.851 -0.557 -0.478 0.028
O -0.274 7.217 -3.328 -0.254 1.047 0.316
C 0.678 8.261 -3.660 0.519 -1.190 -0.181
C 0.300 9.522 -2.999 -0.197 0.705 0.439
O 0.754 5.505 -4.753 -0.772 -0.211 1.974
C 0.915 4.100 -5.132 0.316 1.071 -0.252
C -0.204 3.754 -6.077 0.213 -0.783 0.271
H 1.849 7.193 -0.161 -0.338 -0.271 -0.210
H 0.077 6.960 -0.424 -0.342 0.308 -0.190
H 0.887 6.145 0.906 0.041 0.475 0.035
H 2.235 4.877 -0.616 0.772 -0.994 0.214
H 0.466 4.463 -0.751 0.191 -0.131 -0.052
H 1.665 7.925 -3.285 -0.308 0.167 -0.605
H 0.645 8.385 -4.749 0.316 -0.243 0.221
H 0.415 9.465 -1.908 0.096 0.168 -0.309
H 0.929 10.298 -3.445 -0.005 0.105 0.416
H -0.728 9.776 -3.221 -0.292 0.076 -0.038
H 1.897 4.074 -5.646 -0.494 -0.258 0.510
H 0.885 3.492 -4.217 0.296 -0.096 -0.384
H 0.091 2.792 -6.507 -0.375 0.075 -0.316
H -1.130 3.608 -5.511 0.034 0.183 -0.235
H -0.320 4.518 -6.850 0.019 -0.203 0.099
C 1.441 -2.818 1.656 0.731 0.007 1.252
C -0.010 -2.379 1.945 1.863 -0.332 -1.279
O -0.127 -1.034 1.493 -0.254 0.709 -0.219
P -0.744 -0.721 0.070 -1.303 -1.281 -0.289
O -0.174 -1.474 -1.078 -0.250 0.795 1.004
O -2.321 -1.067 0.171 0.477 1.109 0.215
C -3.277 -0.250 0.984 1.386 -0.420 -0.961
C -3.181 -0.652 2.415 -0.837 0.040 0.599
O -0.637 0.838 0.105 -1.309 -0.295 -0.005
C 0.615 1.407 -0.174 1.225 0.796 -0.886
C 0.733 1.747 -1.641 1.063 0.329 -0.239
H 1.766 -2.592 0.647 -0.470 -0.146 -0.438
H 2.211 -2.308 2.284 -0.819 -0.193 -0.079
H 1.584 -3.887 1.854 -0.087 0.232 -0.263
H -0.639 -3.023 1.321 -0.433 -0.002 0.616
H -0.245 -2.329 2.997 -0.268 -0.532 0.235
H -3.033 0.810 0.819 -0.044 -0.287 0.116
H -4.242 -0.461 0.550 -0.284 -0.111 -0.166
H -3.944 -0.061 2.957 0.358 -0.397 0.067
H -3.358 -1.724 2.573 -0.184 0.250 -0.172
H -2.207 -0.441 2.817 0.426 0.302 0.239
H 0.727 2.312 0.406 -0.140 -0.031 0.358
H 1.427 0.738 0.086 0.065 -0.248 0.276
H -0.040 2.440 -1.953 -0.418 -0.050 -0.124
H 1.700 2.295 -1.772 -0.668 -0.590 -0.069
H 0.731 0.825 -2.242 -0.066 0.394 0.001
C -10.382 -1.654 -2.210 -1.340 1.005 0.500
C -9.297 -0.723 -2.657 0.969 -0.836 -0.718
O -8.166 -0.850 -1.736 -1.417 -0.566 -0.348
P -7.069 0.251 -1.688 0.814 0.035 1.697
O -7.532 1.580 -2.091 0.303 0.260 -0.468
O -6.635 0.139 -0.126 0.308 -0.548 -1.458
C -6.956 1.007 0.993 0.581 0.794 -1.733
C -6.287 2.385 0.627 -0.472 -1.238 0.034
O -5.864 -0.436 -2.488 -0.595 0.941 0.366
C -4.923 0.340 -3.299 0.128 -1.072 0.143
C -3.514 0.112 -2.785 -0.353 1.443 0.170
H -10.719 -1.406 -1.178 0.470 -0.252 -0.517
H -11.289 -1.483 -2.825 0.567 -0.196 0.067
H -10.100 -2.678 -2.272 0.219 -0.826 0.034
H -8.907 -1.002 -3.671 -0.443 0.280 0.732
H -9.674 0.284 -2.685 0.227 0.548 0.099
H -8.054 1.034 1.088 0.482 0.181 0.279
H -6.460 0.470 1.794 -0.299 0.337 0.465
H -6.796 2.739 -0.286 0.426 0.001 0.451
H -6.353 3.135 1.409 -0.013 -0.014 0.178
H -5.226 2.142 0.404 -0.568 0.371 0.109
H -5.094 -0.032 -4.323 0.246 0.352 0.332
H -5.116 1.408 -3.237 -0.452 -0.018 -0.028
H -3.023 -0.818 -2.910 -0.031 -1.151 -0.377
H -2.911 0.873 -3.268 0.388 0.124 -0.123
H -3.486 0.339 -1.723 -0.051 0.054 0.140
C -2.911 -3.582 5.699 0.263 0.259 -0.478
O -4.135 -2.850 5.531 -0.570 -0.072 0.300
C -5.008 -3.198 4.604 -0.311 0.175 -1.593
O -6.147 -2.788 4.568 1.006 -0.552 0.115
O -4.412 -3.965 3.615 -1.413 0.012 0.361
C -5.280 -4.455 2.532 0.092 0.773 0.300
H -2.603 -3.342 6.720 0.066 -0.341 -0.313
H -2.169 -3.234 4.974 -0.208 -0.029 0.317
H -3.074 -4.645 5.508 0.083 0.119 0.364
H -6.354 -4.338 2.706 0.328 0.307 0.487
H -5.097 -5.512 2.420 0.401 -0.159 -0.131
H -5.034 -3.880 1.630 0.091 -0.340 0.216
C -1.563 -9.016 -1.710 -0.111 -0.144 0.395
O -1.655 -7.693 -2.229 0.121 0.355 0.536
C -1.542 -6.665 -1.368 -0.201 0.177 2.448
O -1.494 -6.718 -0.117 0.013 -0.327 -3.265
O -1.553 -5.559 -2.090 0.118 0.792 0.458
C -1.518 -4.301 -1.324 0.144 -0.714 0.039
H -0.528 -9.254 -1.462 0.021 -0.022 -0.077
H -1.929 -9.653 -2.512 0.107 -0.051 0.072
H -2.168 -9.173 -0.807 0.055 0.280 -0.265
H -0.679 -4.317 -0.619 -0.320 -0.129 -0.116
H -2.480 -4.184 -0.828 0.119 -0.005 0.181
H -1.356 -3.476 -2.002 0.012 -0.186 -0.397
C 1.759 1.186 3.399 0.323 0.000 -0.618
O 2.379 -0.075 3.782 -1.871 0.957 0.560
C 3.642 -0.316 3.695 2.305 -2.383 -0.841
O 4.113 -1.408 4.001 -0.627 1.177 0.252
O 4.371 0.611 3.093 -0.048 0.854 -0.182
C 5.765 0.332 2.894 0.691 -0.273 -0.147
H 2.014 1.458 2.370 -0.259 -0.384 0.141
H 2.076 2.028 3.996 0.371 -0.019 0.576
H 0.690 1.057 3.549 0.137 -0.199 -0.232
H 5.978 -0.635 2.416 -0.539 -0.040 0.587
H 6.317 0.432 3.833 -0.206 -0.206 -0.075
H 6.142 1.043 2.175 -0.242 0.544 0.041
C -0.544 6.087 3.228 -1.052 -0.509 -0.371
O -1.184 5.349 2.128 0.165 1.421 0.450
C -0.671 4.233 1.703 0.944 -2.686 0.406
O 0.261 3.602 2.220 -1.400 1.640 -0.880
O -1.325 3.720 0.646 0.372 0.074 0.089
C -2.464 4.383 0.040 0.380 -0.233 0.164
H -1.099 7.034 3.154 0.457 -0.285 0.491
H 0.530 6.238 3.086 -0.287 -0.246 -0.111
H -0.766 5.524 4.151 0.275 0.495 -0.324
H -3.363 4.071 0.567 -0.037 0.277 0.059
H -2.519 4.117 -1.007 0.245 -0.544 -0.050
H -2.287 5.438 0.033 -0.262 0.710 0.334
C 2.190 -2.733 -2.620 -0.125 0.018 -0.021
O 1.549 -4.037 -2.579 0.580 1.415 0.328
C 2.244 -5.004 -3.134 1.440 -0.089 -1.180
O 3.329 -4.916 -3.728 -2.064 -0.231 1.125
O 1.515 -6.095 -2.968 0.308 -1.145 -0.746
C 1.962 -7.306 -3.637 -0.590 0.263 -0.360
H 1.605 -2.045 -1.994 0.028 -0.489 -0.426
H 2.280 -2.413 -3.652 -0.391 0.176 -0.225
H 3.208 -2.788 -2.274 0.334 -0.307 0.474
H 1.143 -8.007 -3.444 0.320 0.113 -0.091
H 2.878 -7.653 -3.180 0.257 -0.080 0.023
H 2.097 -7.199 -4.745 -0.114 0.276 1.070
C 5.816 -4.123 -1.815 -0.350 0.679 -0.285
O 4.889 -4.021 -0.691 0.964 -0.537 -0.774
C 5.444 -4.025 0.520 1.177 -0.127 0.648
O 6.630 -3.878 0.805 -1.917 -0.170 -0.640
O 4.442 -4.260 1.365 0.749 0.251 1.448
C 4.816 -4.346 2.774 0.369 1.067 1.225
H 6.431 -5.048 -1.815 -0.223 0.740 0.537
H 6.414 -3.175 -1.852 -0.221 -1.126 -0.046
H 5.143 -4.204 -2.681 0.362 0.229 0.296
H 5.688 -4.972 2.984 -0.299 -0.352 -0.670
H 3.936 -4.689 3.317 0.059 -0.205 -0.413
H 5.100 -3.379 3.299 -0.548 -0.625 -1.413
C -0.058 -6.033 2.892 -0.501 0.901 0.614
O 1.103 -5.413 3.533 -1.263 -1.170 -1.361
C 0.897 -4.496 4.448 -1.891 0.184 0.830
O -0.197 -4.174 4.960 2.852 -0.607 -1.206
O 2.107 -4.039 4.697 -0.359 1.651 1.435
C 2.165 -2.980 5.713 0.607 -0.390 -0.165
H -0.866 -5.308 2.667 0.927 0.081 -0.419
H -0.576 -6.634 3.618 0.204 -0.847 0.332
H 0.295 -6.590 2.024 -0.096 0.261 0.259
H 1.649 -3.324 6.618 0.333 0.078 -0.201
H 1.721 -2.043 5.368 -0.051 -0.341 -0.211
H 3.251 -2.816 5.821 -0.707 -0.075 0.268
```
Positions in Å, forces in eV/Å.

Summary:
Energy relative to the best compared isomer or geometry (same formula, charge and spin) (kcal/mol): 0.0
HOMO (eV): -10.23
Electronic energy (eV): -161242.79692
Orbital gap (eV): 10.5
Charge: 0